A | A single C2H3NO2 molecule, computed with wB97M-V/def2-TZVPD.

- HOMO-LUMO gap (eV) = 10.38
- structure (SMILES) = O=CNC=O
- highest occupied orbital energy (Ha) = -0.3620
- charge = 0
- LUMO energy (eV) = 0.53

Each atom is followed by the atoms it is bonded to, with distances in Å.
Cartesian coordinates (Å):
1 O -1.61 0.94 0.33  C2 1.212
2 C -0.85 0.16 0.85  O1 1.212, N3 1.418, H6 1.144
3 N 0.39 -0.32 0.35  C2 1.418, C4 1.414, H7 1.000
4 C 0.53 -0.08 -1.03  N3 1.414, O5 1.195, H8 1.038
5 O -0.21 0.38 -1.85  C4 1.195
6 H -0.97 -0.27 1.90  C2 1.144
7 H 1.31 -0.23 0.74  N3 1.000
8 H 1.41 -0.57 -1.28  C4 1.038

=====

B | A single C2H3NO2 molecule, computed with wB97M-V/def2-TZVPD.

- HOMO-LUMO gap (eV) = 10.22
- structure (SMILES) = O=C1N[C@H]1O
- highest occupied orbital energy (Ha) = -0.3564
- charge = 0
- LUMO energy (eV) = 0.52

Each atom is followed by the atoms it is bonded to, with distances in Å.
Cartesian coordinates (Å):
1 O 2.34 -0.28 -0.06  C2 1.278
2 C 1.12 0.08 0.04  O1 1.278, N3 1.315, C4 1.487
3 N 0.19 0.90 -0.40  C2 1.315, C4 1.480, H6 0.979
4 C -0.28 -0.28 0.36  C2 1.487, N3 1.480, O5 1.340, H7 1.202
5 O -0.97 -1.23 -0.30  C4 1.340, H8 1.036
6 H -0.03 1.84 -0.27  N3 0.979
7 H -0.57 -0.05 1.50  C4 1.202
8 H -1.80 -0.98 -0.87  O5 1.036

=====

Which of them is most stable? Easy: A.

=====

A | A single C2H3NO2 molecule, computed with wB97M-V/def2-TZVPD.

- HOMO-LUMO gap (eV) = 9.06
- structure (SMILES) = O=N[C@H]1CO1
- highest occupied orbital energy (Ha) = -0.3396
- charge = 0
- LUMO energy (eV) = -0.18

Each atom is followed by the atoms it is bonded to, with distances in Å.
Cartesian coordinates (Å):
1 O 0.09 -1.64 2.69  N2 1.188
2 N -0.64 -1.02 1.98  O1 1.188, C3 1.616
3 C 0.04 0.11 1.04  N2 1.616, C4 1.467, O5 1.351, H6 1.105
4 C -0.40 -0.01 -0.35  C3 1.467, O5 1.417, H7 1.101, H8 1.149
5 O -0.92 0.94 0.57  C3 1.351, C4 1.417
6 H 0.96 0.67 1.27  C3 1.105
7 H 0.21 0.43 -1.16  C4 1.101
8 H -1.01 -0.93 -0.67  C4 1.149

=====

B | A single C2H3NO2 molecule, computed with wB97M-V/def2-TZVPD.

- HOMO-LUMO gap (eV) = 9.20
- structure (SMILES) = O=CCN=O
- highest occupied orbital energy (Ha) = -0.3556
- charge = 0
- LUMO energy (eV) = -0.48

Each atom is followed by the atoms it is bonded to, with distances in Å.
Cartesian coordinates (Å):
1 O -0.31 -0.72 1.98  C2 1.192
2 C 0.29 -0.16 1.11  O1 1.192, C3 1.516, H6 1.103
3 C -0.35 0.24 -0.21  C2 1.516, N4 1.450, H7 1.095, H8 1.098
4 N 0.60 0.05 -1.29  C3 1.450, O5 1.207
5 O 0.21 -0.59 -2.24  N4 1.207
6 H 1.35 0.12 1.18  C2 1.103
7 H -0.49 1.32 -0.15  C3 1.095
8 H -1.31 -0.27 -0.37  C3 1.098

=====

C | 2 unconnected molecules or ions with the total composition C2H3NO2, computed with wB97M-V/def2-TZVPD.

- HOMO-LUMO gap (alpha / beta) (eV) = 9.27 / 9.27
- highest occupied orbital energy (alpha / beta) (Ha) = -0.3531 / -0.3543
- charge = 0
- LUMO energy (alpha / beta) (eV) = -0.34 / -0.37

Each atom is followed by the atoms it is bonded to, with distances in Å.
Cartesian coordinates (Å):
1 C -2.62 2.98 2.18  O4 1.118, O5 1.149
2 C 0.06 -0.33 0.39  N3 1.383, H6 1.123, H7 1.099, H8 1.115
3 N -1.29 -0.25 0.64  C2 1.383
4 O -3.60 2.65 1.76  C1 1.118
5 O -1.57 3.12 2.63  C1 1.149
6 H 0.42 -1.24 0.96  C2 1.123
7 H 0.23 -0.55 -0.67  C2 1.099
8 H 0.46 0.66 0.68  C2 1.115

=====

D | 2 unconnected molecules or ions with the total composition C2H3NO2, computed with wB97M-V/def2-TZVPD.

- HOMO-LUMO gap (eV) = 11.04
- structure (SMILES) = N=C=O.C=O
- highest occupied orbital energy (Ha) = -0.3846
- charge = 0
- LUMO energy (eV) = 0.57

Each atom is followed by the atoms it is bonded to, with distances in Å.
Cartesian coordinates (Å):
1 N 0.15 1.67 0.29  C2 1.174, H4 0.998
2 C -0.29 1.46 1.36  N1 1.174, O3 1.145
3 O -0.67 1.30 2.43  C2 1.145
4 H 0.56 1.42 -0.58  N1 0.998
5 C 0.13 -1.47 -0.87  O6 1.185, H7 1.121, H8 1.171
6 O -0.78 -0.74 -1.08  C5 1.185
7 H 0.79 -1.70 -1.75  C5 1.121
8 H 0.12 -1.94 0.20  C5 1.171

=====

Which of them is most stable? Easy: D.

=====

A | A single C2H3NO2 molecule, computed with wB97M-V/def2-TZVPD.

- HOMO-LUMO gap (eV) = 11.03
- structure (SMILES) = O=CNC=O
- highest occupied orbital energy (Ha) = -0.3848
- charge = 0
- LUMO energy (eV) = 0.56

Each atom is followed by the atoms it is bonded to, with distances in Å.
Cartesian coordinates (Å):
1 O 0.34 1.95 -0.67  C2 1.247
2 C 0.68 0.75 -0.76  O1 1.247, N3 1.400, H6 1.232
3 N 0.04 -0.42 -0.35  C2 1.400, C4 1.472, H7 1.028
4 C -0.82 -0.42 0.85  N3 1.472, O5 1.191, H8 1.265
5 O -1.18 -1.45 1.32  C4 1.191
6 H 1.71 0.31 -1.29  C2 1.232
7 H 0.04 -1.42 -0.56  N3 1.028
8 H -0.80 0.69 1.46  C4 1.265

=====

B | A single C2H3NO2 molecule, computed with wB97M-V/def2-TZVPD.

- HOMO-LUMO gap (eV) = 10.40
- structure (SMILES) = O=CNC=O
- highest occupied orbital energy (Ha) = -0.3539
- charge = 0
- LUMO energy (eV) = 0.77

Each atom is followed by the atoms it is bonded to, with distances in Å.
Cartesian coordinates (Å):
1 O -2.23 0.80 -0.33  C2 1.195
2 C -1.11 0.42 -0.49  O1 1.195, N3 1.552, H6 1.192
3 N -0.18 -0.02 0.67  C2 1.552, C4 1.359, H7 1.025
4 C 1.01 -0.36 0.12  N3 1.359, O5 1.230, H8 1.097
5 O 1.19 -0.30 -1.10  C4 1.230
6 H -0.26 0.22 -1.30  C2 1.192
7 H -0.27 -0.08 1.69  N3 1.025
8 H 1.85 -0.68 0.75  C4 1.097

=====

C | A single C2H3NO2 molecule, computed with wB97M-V/def2-TZVPD.

- HOMO-LUMO gap (eV) = 8.72
- structure (SMILES) = CC(=O)N=O
- highest occupied orbital energy (Ha) = -0.3520
- charge = 0
- LUMO energy (eV) = -0.85

Each atom is followed by the atoms it is bonded to, with distances in Å.
Cartesian coordinates (Å):
1 C -0.13 0.08 0.01  C2 1.520, H6 1.087, H7 1.087, H8 1.087
2 C -1.55 0.62 0.02  C1 1.520, O3 1.202, N4 1.368
3 O -1.86 1.78 -0.07  C2 1.202
4 N -2.42 -0.36 0.41  C2 1.368, O5 1.198
5 O -3.18 -1.03 -0.24  N4 1.198
6 H 0.29 0.30 -0.97  C1 1.087
7 H 0.44 0.61 0.76  C1 1.087
8 H -0.10 -0.99 0.19  C1 1.087

=====

D | A single C2H3NO2 molecule, computed with wB97M-V/def2-TZVPD.

- HOMO-LUMO gap (eV) = 9.70
- structure (SMILES) = O=C1CON1
- highest occupied orbital energy (Ha) = -0.3312
- charge = 0
- LUMO energy (eV) = 0.69

Each atom is followed by the atoms it is bonded to, with distances in Å.
Cartesian coordinates (Å):
1 O -2.06 0.01 -0.02  C2 1.158
2 C -0.90 0.01 0.08  O1 1.158, C3 1.453, N5 1.825
3 C 0.33 0.76 0.23  C2 1.453, O4 1.419, H6 1.081, H7 1.128
4 O 1.21 -0.35 0.15  C3 1.419, N5 1.461
5 N 0.23 -1.42 0.02  C2 1.825, O4 1.461, H8 1.110
6 H 0.31 1.44 -0.61  C3 1.081
7 H 0.48 1.45 1.12  C3 1.128
8 H 0.41 -1.89 -0.97  N5 1.110

=====

Which of them is most stable? Easy: B.

=====

A | 2 unconnected molecules or ions with the total composition C3H5BrO, computed with wB97M-V/def2-TZVPD.

- HOMO-LUMO gap (eV) = 11.08
- highest occupied orbital energy (Ha) = -0.3710
- charge = 0
- LUMO energy (eV) = 0.98

Each atom is followed by the atoms it is bonded to, with distances in Å.
Cartesian coordinates (Å):
1 C -0.28 -0.13 -0.14  C2 1.462, C3 1.546, O4 1.395
2 C -0.53 0.36 1.22  C1 1.462, O4 1.406, Br5 1.852, H7 1.083
3 C 1.00 -0.10 -1.00  C1 1.546, H8 1.068, H9 1.074, H10 1.083
4 O -0.28 -1.00 0.96  C1 1.395, C2 1.406
5 Br -2.28 0.50 1.81  C2 1.852
6 H -1.62 -0.15 -0.94  no bonds
7 H 0.17 0.96 1.78  C2 1.083
8 H 1.28 0.80 -1.51  C3 1.068
9 H 0.73 -0.80 -1.78  C3 1.074
10 H 1.82 -0.44 -0.39  C3 1.083

=====

B | A single C3H5BrO molecule, computed with wB97M-V/def2-TZVPD.

- HOMO-LUMO gap (eV) = 10.19
- structure (SMILES) = C=C(Br)CO
- highest occupied orbital energy (Ha) = -0.3472
- charge = 0
- LUMO energy (eV) = 0.74

Each atom is followed by the atoms it is bonded to, with distances in Å.
Cartesian coordinates (Å):
1 C 0.75 -1.72 -0.20  C2 1.348, H6 1.079, H7 1.040
2 C 1.10 -0.42 -0.29  C1 1.348, Br3 1.891, C4 1.810
3 Br 2.82 0.24 0.11  C2 1.891
4 C -0.18 0.84 -0.58  C2 1.810, O5 1.433, H8 1.074, H9 1.076
5 O -0.64 1.21 0.72  C4 1.433, H10 1.038
6 H 1.31 -2.64 -0.23  C1 1.079
7 H -0.21 -1.74 -0.60  C1 1.040
8 H 0.31 1.76 -0.84  C4 1.074
9 H -0.88 0.52 -1.33  C4 1.076
10 H -1.40 0.53 0.94  O5 1.038

=====

Which of them is most stable? Easy: B.